Record 1
The following is a DFT calculation (ωB97M-V/def2-TZVPD) of 6 unconnected molecules or ions with the total composition C3H21N2O5 at a distorted geometry.

## Properties
multiplicity: 2
HOMO energy (spin up / spin down): -0.658 / -0.658 Ha
net charge: +2
gap between HOMO and LUMO (spin up / spin down): 11.501 / 6.356 eV
expectation value of S²: 0.754
E_LUMO (spin up / spin down): -0.2353 / -0.4242 Eh

Each line ends with the Mulliken charge.
Element x y z (Å)
N1 -0.6470 -0.8018 -0.9804  -0.15
C1 0.4728 -1.4014 -0.1653  0.26
C2 1.8886 -1.2957 -0.7984  -0.79
N2 2.1289 -0.2847 -1.8087  0.02
C3 2.4723 1.0684 -1.4272  -0.69
H1 -0.3458 -0.1842 -1.7297  0.43
H2 -1.1407 -1.5438 -1.4735  0.41
H3 -1.3810 -0.4012 -0.3801  0.19
H4 0.3876 -0.9852 0.8300  -0.27
H5 0.2738 -2.4461 0.0268  0.41
H6 2.5593 -1.1317 0.0342  0.38
H7 2.1576 -2.2605 -1.2063  0.51
H8 2.6607 -0.6442 -2.6062  0.38
H9 1.5515 1.6611 -1.3029  0.29
H10 3.1798 1.4861 -2.1390  0.38
H11 2.8931 1.0778 -0.4191  0.32
H12 -0.8085 -1.1764 2.6892  0.34
H13 -1.7928 -2.3045 2.5327  0.31
O1 -1.3423 -1.6323 1.9980  -0.68
H14 -2.3724 -0.1755 1.5336  0.41
H15 -3.2449 0.7283 0.5630  0.30
O2 -2.4232 0.6812 1.0750  -0.74
H16 0.5233 0.7425 2.2903  0.36
H17 1.3149 0.0839 3.4449  0.33
O3 0.6816 -0.1190 2.7402  -0.72
H18 -0.0046 3.0651 1.7767  0.30
H19 -0.9594 1.8409 1.3445  0.38
O4 -0.0569 2.2189 1.3229  -0.66
H20 -1.5923 1.8332 -2.9860  0.31
H21 -2.3965 0.5624 -3.3812  0.31
O5 -1.7505 0.9096 -2.7546  -0.62

Force components x, y, z for each atom (eV/Å):
0.2923 -1.7359 -0.0309
-0.2742 0.4378 0.2371
-0.9088 -0.6862 -0.1353
1.7819 0.0883 1.2229
-0.4318 -0.0666 -0.1135
-0.4929 0.7298 0.1094
-0.0335 -0.2155 -0.1991
0.1883 0.8642 0.2641
0.5272 0.4753 -0.1315
-0.1436 -0.2596 -0.3262
0.3705 0.3862 0.2805
-0.0246 -0.1059 -0.3935
-0.5512 0.1171 -0.3394
0.0679 0.1662 -0.2562
-0.3252 0.1861 -0.1041
0.0639 -0.2382 0.1050
0.1759 0.0386 -0.5447
-0.1656 -0.0751 -0.4116
-0.3563 -0.2184 1.0587
-0.2174 -0.1311 0.1806
0.0726 0.0668 0.4530
0.2349 -0.0710 -0.8557
0.0360 -0.0500 0.3314
-0.2193 -0.1692 -0.0563
0.4039 0.5576 -0.0997
-0.4137 -0.0036 0.0769
-0.0036 0.7194 0.1231
0.2997 -0.8492 -0.3454
-0.2641 -0.0703 -0.1287
0.0005 0.2592 -0.1235
0.3105 -0.1468 0.1525

=====

Record 2
The following is a DFT calculation (ωB97M-V/def2-TZVPD) of 9 unconnected molecules or ions with the total composition C3H22BF4N6O8 at a distorted geometry.

## Properties
multiplicity: 1
HOMO energy: -0.284 Ha
net charge: -1
gap between HOMO and LUMO: 9.864 eV
E_LUMO: 0.0789 Eh

Each line ends with the Mulliken charge.
Element x y z (Å)
B1 0.0220 -0.5495 0.6805  0.60
F1 -1.2991 -0.5339 0.5220  -0.35
F2 0.2764 -1.6423 1.4593  -0.42
F3 0.5741 -0.7766 -0.5053  -0.39
F4 0.4736 0.6230 1.2022  -0.44
O1 -3.2654 2.9981 3.4641  -0.65
H1 -2.4928 3.0690 2.9034  0.33
H2 -3.0314 2.3339 4.1124  0.32
O2 -0.2909 -1.1068 5.4194  -0.65
H3 0.3694 -0.5249 5.7959  0.30
H4 -0.0870 -1.1278 4.4844  0.34
O3 0.0487 -6.4319 0.5418  -0.63
H5 0.6231 -6.8322 -0.1110  0.31
H6 -0.3122 -5.6612 0.1036  0.33
O4 -1.9637 -3.4428 -3.7391  -0.63
H7 -1.0475 -3.5119 -3.4708  0.32
H8 -1.9419 -2.9058 -4.5312  0.31
O5 2.2703 -3.9232 -3.4355  -0.64
H9 3.2254 -3.8884 -3.4879  0.30
H10 2.0270 -3.1295 -2.9590  0.34
C1 5.2685 -0.5722 3.0379  0.63
O6 6.1790 -1.1137 3.6414  -0.69
N1 4.6890 0.5005 3.5162  -0.39
N2 4.8825 -1.0421 1.8701  -0.36
H11 3.7786 0.7710 3.1725  0.20
H12 5.0277 0.7942 4.4213  0.22
H13 5.4671 -1.7482 1.4461  0.20
H14 3.9540 -0.8108 1.5468  0.19
C2 -5.0267 1.5206 -2.3017  0.72
O7 -5.2716 2.5561 -2.8590  -0.65
N3 -5.3179 1.2692 -1.0400  -0.42
N4 -4.2389 0.5801 -2.7845  -0.35
H15 -5.4772 2.1133 -0.5087  0.21
H16 -5.0331 0.3932 -0.6258  0.20
H17 -3.9432 -0.1508 -2.1532  0.12
H18 -3.9031 0.4328 -3.7256  0.17
C3 0.6296 4.3882 -2.2199  0.62
O8 0.7895 5.3875 -2.8955  -0.66
N5 1.6531 3.7389 -1.6751  -0.34
N6 -0.5046 3.8976 -1.7279  -0.39
H19 2.6016 3.8537 -2.0028  0.19
H20 1.4174 3.0611 -0.9644  0.17
H21 -1.3766 4.2282 -2.1155  0.23
H22 -0.4230 2.9166 -1.5021  0.19

Force components x, y, z for each atom (eV/Å):
-0.1605 -0.8365 0.7113
-3.9345 0.8167 -0.3419
1.1530 -1.4364 2.0999
2.1351 -0.2254 -3.6296
0.9261 1.8298 1.1273
-0.2598 0.2277 0.0572
0.2098 -0.0448 -0.2147
0.0579 -0.2279 0.1212
-0.1715 -0.0291 0.2947
0.1469 0.1087 0.0793
0.0060 -0.0933 -0.4855
-0.0474 -0.2239 0.1849
0.1518 -0.0757 -0.1427
-0.0982 0.3168 -0.0264
-0.2777 -0.1026 0.0233
0.2659 -0.0170 0.1516
0.0108 0.1185 -0.1828
-0.1660 -0.2070 -0.1717
0.2133 -0.0135 -0.0114
-0.1061 0.2717 0.2533
2.1580 -1.8368 0.9103
1.2728 -0.2426 0.6428
-1.7088 2.3920 0.8522
-1.3118 -0.2706 -2.2031
0.2056 0.2953 0.2711
-0.4454 -0.0733 -0.1947
-0.5864 0.0415 0.2071
0.2840 -0.3231 -0.5271
1.2774 0.8512 -0.6263
-1.0046 1.5874 -1.0749
-1.4542 0.0747 2.6254
1.9789 -3.4087 -1.4556
-0.1402 -0.5668 0.3750
-0.0910 0.6133 0.3591
0.0720 0.1026 -0.2733
-0.5148 0.7412 0.1386
1.1600 2.0125 -0.0319
-0.5619 0.2693 -0.8938
2.0562 -1.5844 0.7991
-2.3766 -0.7469 0.0686
-0.4370 0.0626 0.1825
0.7441 -0.0571 -0.1509
0.1571 -0.1695 0.0481
-0.7880 0.0795 0.0547

=====

Record 3
The following is a DFT calculation (ωB97M-V/def2-TZVPD) of 7 unconnected molecules or ions with the total composition C3H22N2O6S at a distorted geometry.

## Properties
multiplicity: 1
HOMO energy: -0.317 Ha
net charge: 0
gap between HOMO and LUMO: 9.088 eV
relative energy (zero: lowest compared OMol25 entry of this formula, charge and spin): 40.8 kJ/mol
SMILES string: NCNCCS.O.O.O.O.O.O
E_LUMO: 0.0172 Eh

Each line ends with the Mulliken charge.
Element x y z (Å)
N1 1.0533 -0.2225 1.9587  -0.57
C1 1.5200 0.6052 0.8990  -0.83
N2 0.4621 1.0282 -0.0133  0.12
C2 1.0198 1.2390 -1.3865  -0.49
C3 0.0787 2.0786 -2.2708  -0.60
S1 -0.5162 1.2937 -3.8037  -0.24
H1 0.2045 0.1437 2.3729  0.31
H2 0.7986 -1.1527 1.6665  0.27
H3 2.4270 0.2307 0.4065  0.36
H4 1.9961 1.5163 1.2973  0.37
H5 -0.1948 0.2591 -0.1022  0.04
H6 1.0762 0.2497 -1.8271  0.11
H7 1.9205 1.8037 -1.2572  0.39
H8 0.7187 2.8857 -2.6293  0.33
H9 -0.7352 2.6331 -1.8228  0.35
H10 -0.1327 0.0219 -3.6064  0.13
O1 -0.3635 2.9587 2.2013  -0.67
H11 0.4887 2.6439 2.4863  0.30
H12 -0.3941 3.2092 1.2828  0.31
O2 -2.6366 1.1018 2.5505  -0.62
H13 -2.3044 1.0328 3.4480  0.29
H14 -2.0824 1.7580 2.1061  0.35
O3 -3.0344 -1.4208 0.9732  -0.68
H15 -3.5984 -1.4145 0.2116  0.30
H16 -3.3886 -0.7093 1.5199  0.32
O4 -0.7092 -1.9451 -0.4247  -0.71
H17 -1.4786 -1.7021 0.1323  0.34
H18 -0.4030 -2.7603 -0.0268  0.30
O5 1.4456 -3.6071 0.3852  -0.62
H19 1.8951 -3.8880 -0.4205  0.31
H20 2.1845 -3.2531 0.8922  0.31
O6 1.1923 -2.0460 -2.4486  -0.66
H21 0.5872 -1.8246 -1.7216  0.47
H22 0.9028 -2.7466 -3.0290  0.31

Force components x, y, z for each atom (eV/Å):
0.0477 -0.3665 0.7713
0.5247 1.0713 -0.0714
0.2089 0.1940 -1.0257
-2.4809 -0.1381 1.1063
1.1324 0.7152 -0.8055
-0.2778 -0.1330 -0.1433
0.0516 0.3114 -0.0155
0.1487 -0.1760 -0.4248
-0.4493 -1.0223 -0.2548
-0.4739 0.1452 0.4243
0.0430 -0.0262 0.1956
1.0669 0.0978 -0.3686
0.8116 -0.2181 -0.2158
-0.0530 0.1203 -0.2672
-0.3186 -0.5757 0.6692
0.0750 0.1155 0.2467
-1.3115 0.3434 1.1000
0.4969 -0.0431 -0.5497
0.7514 -0.2874 -0.4845
-0.3675 -0.3029 -0.2584
0.0936 0.1819 0.0226
0.2431 -0.0316 0.3185
0.1138 -0.0566 0.4135
-0.5167 -0.1645 -0.7338
0.4373 0.3184 0.2892
-0.5958 0.3112 0.2343
0.1059 0.1502 -0.2351
0.5116 -0.3579 0.1122
0.4755 -0.1741 0.0146
-0.2854 0.0298 -0.2255
-0.1729 0.1079 0.2717
1.1132 0.7002 0.0083
-0.4839 -0.7465 -0.4072
-0.6658 -0.0932 0.2884

=====

Record 4
The following is a DFT calculation (ωB97M-V/def2-TZVPD) of 7 unconnected molecules or ions with the total composition C3H22NO6 at a distorted geometry.

## Properties
multiplicity: 1
HOMO energy: -0.538 Ha
net charge: +1
gap between HOMO and LUMO: 12.029 eV
relative energy (zero: lowest compared OMol25 entry of this formula, charge and spin): 81.7 kJ/mol
E_LUMO: -0.0959 Eh

Each line ends with the Mulliken charge.
Element x y z (Å)
C1 3.0073 -0.1662 0.0279  -1.13
C2 1.7295 -0.0294 0.8228  -0.19
N1 0.6247 0.6571 0.0215  0.32
C3 0.3924 2.0479 0.4411  -1.03
H1 3.3688 0.8206 -0.2712  0.31
H2 3.7710 -0.6257 0.6347  0.39
H3 2.7741 -0.6131 -0.9201  0.34
H4 1.2570 -0.9933 1.0147  0.18
H5 1.8358 0.4299 1.7955  0.43
H6 -0.2530 0.1080 0.0775  0.07
H7 0.8548 0.5674 -0.9651  0.29
H8 -0.3215 2.0099 1.2364  0.40
H9 -0.0108 2.7052 -0.3169  0.32
H10 1.2718 2.5819 0.7870  0.43
H11 -2.6296 4.0621 0.9288  0.30
H12 -3.0281 2.9384 1.7374  0.31
O1 -2.5716 3.1117 0.9025  -0.61
H13 -1.8785 -0.9481 1.3194  0.38
H14 -2.3791 -0.3066 2.5774  0.32
O2 -2.1787 -1.1794 2.2195  -0.66
H15 -0.7565 -2.7649 -2.9809  0.29
H16 -0.8529 -3.1550 -1.4559  0.31
O3 -1.1649 -2.5509 -2.1433  -0.67
H17 -0.1046 -3.8413 0.9921  0.28
H18 -0.7877 -2.6856 1.6218  0.31
O4 -0.3647 -2.9331 0.7885  -0.59
H19 -2.7044 -0.3562 -0.2267  0.30
H20 -1.7173 -1.3756 -0.9861  0.37
O5 -1.7959 -0.5384 -0.4844  -0.74
H21 1.6085 1.8007 -3.1591  0.27
H22 1.4052 0.2657 -3.3393  0.29
O6 1.5986 0.9562 -2.6975  -0.59

Force components x, y, z for each atom (eV/Å):
-0.5529 1.4926 0.0832
-1.1610 -1.0394 -0.2400
0.8189 -0.1929 0.4662
-0.1739 0.8540 0.0037
0.1325 0.1237 0.2720
0.1751 -0.4849 -0.1760
0.3032 -0.9076 -0.2435
0.5059 -0.3054 0.0887
0.0186 0.5252 -0.0003
0.0310 0.3623 0.1365
0.3833 0.5265 -0.5082
-0.3474 0.1692 0.4845
-0.3548 -0.4396 -0.5075
0.4654 -0.5931 0.0667
0.1962 0.8098 -0.5557
-0.0082 -0.5054 -0.1192
-0.2614 -0.2991 0.7336
-0.1209 -0.4083 0.1913
-0.0909 -0.2248 0.4326
0.2973 0.5307 -0.4053
0.0985 -0.2262 -0.0965
0.1468 -0.1155 -0.2688
-0.1743 0.1098 0.5465
0.1738 0.0058 -0.2800
-0.2852 0.3595 0.0086
0.1230 -0.4566 0.2655
-0.1947 -0.1708 -0.4843
-0.3148 0.2733 -0.2130
0.2381 0.2687 0.3670
-0.0309 -0.1196 -0.1759
0.0292 0.2118 -0.2156
-0.0656 -0.1339 0.3431